Entry 1:
The following is a DFT calculation (wB97M-V/def2-TZVPD) of the ion C4H12NS with charge +1 in a non-equilibrium geometry.

```
18
Properties=species:S:1:pos:R:3:forces:R:3
C -2.064286 -0.528989 -0.281552 -0.9749 0.2602 -1.2211
C -0.566074 -0.543828 -0.133080 -0.1118 0.0619 -0.4971
C 0.085751 0.642315 -0.830647 0.9668 0.4422 -0.2750
C 1.537162 0.975325 -0.407660 0.1665 -0.4490 -0.2996
S 2.394733 -0.573446 0.030854 0.5346 -0.1188 0.1741
N -0.228451 -0.524930 1.342228 -0.2211 0.5423 0.3418
H -2.479369 0.464999 -0.092747 -0.0808 -0.2368 0.9448
H -2.582872 -1.377699 0.166832 0.0608 0.3237 0.6325
H -2.424048 -0.618126 -1.316995 0.8696 -0.2360 -0.1557
H -0.166182 -1.486054 -0.506304 0.1153 0.0282 0.0482
H 0.130791 0.453418 -1.898531 -0.3003 -0.3244 -0.1191
H -0.492321 1.561166 -0.733423 -0.2827 -0.0960 0.2092
H 1.590848 1.724613 0.377053 0.0035 -0.1077 0.2150
H 2.111392 1.336124 -1.255657 -0.3089 0.4013 -0.0621
H 3.546146 -0.036106 0.470522 -0.1369 -0.0422 -0.0320
H 0.694105 -0.935575 1.537495 0.0432 -0.4222 -0.2256
H -0.988508 -0.967490 1.855648 0.1454 -0.0461 0.3013
H -0.098818 0.434280 1.675966 -0.4884 0.0194 0.0204
```
Forces are in eV/Å.

Output
charge = +1
structure (SMILES) = C[C@H]([NH3+])CCS
energy relative to the best compared isomer or geometry (same formula, charge and spin) = 6.5 kcal/mol

Entry 2:
The following is a DFT calculation (wB97M-V/def2-TZVPD) of a cluster of 2 separate species, C4H6OS in total in a non-equilibrium geometry.

```
12
Properties=species:S:1:pos:R:3:forces:R:3
C -2.278505 0.308045 1.584589 -0.0155 -0.1355 -2.3663
C 3.312201 0.986136 -1.390126 -1.7301 2.9854 -1.0315
C -1.342053 -0.587309 1.403718 1.0010 -0.0476 -0.5393
C 3.979833 0.037845 -1.166463 0.8808 -2.4789 0.9448
O -2.174100 -0.540578 -1.171054 1.0745 -0.2801 0.4897
S -0.945165 -1.186745 -0.171620 0.0638 -0.2923 -0.9090
H -2.657372 0.436827 2.522717 -0.8645 1.0894 2.2777
H -2.699557 0.719004 0.661539 -0.4549 -0.0166 0.7563
H 2.732264 1.892330 -1.671550 0.8983 -1.3718 0.4920
H -1.666414 -0.188537 -1.922923 -0.3446 0.0576 0.3138
H -0.659763 -0.964123 2.165521 -0.4542 -0.3721 -0.0266
H 4.398631 -0.912894 -0.844348 -0.0545 0.8625 -0.4017
```
Forces are in eV/Å.

Output
structure (SMILES) = C=CSO.C#C
energy relative to the best compared isomer or geometry (same formula, charge and spin) = 100.7 kcal/mol

Entry 3:
The following is a DFT calculation (wB97M-V/def2-TZVPD) of a structure of composition C30H53AsF4N4Y.

```
93
Properties=species:S:1:pos:R:3:forces:R:3
Y 0.175416 -0.198767 -0.176690 0.5871 0.3584 -0.6617
C 1.076794 -2.079711 -1.963510 -0.0832 -0.3343 0.1880
C 0.993850 -2.615811 -0.651602 0.1278 0.0097 0.0657
C 2.011970 -1.999959 0.132292 0.0504 -0.1174 -0.1344
C 2.709625 -1.086156 -0.705131 -0.0800 -0.3672 0.4514
C 2.145533 -1.153730 -1.990769 -0.0444 0.0498 -0.1571
C 2.815294 -0.630070 -3.227413 -0.0060 0.0129 0.0179
C 3.972406 -0.375468 -0.331233 0.0076 0.0317 -0.0543
C 2.463242 -2.422419 1.502659 0.0405 -0.0240 -0.0002
C 0.161244 -3.810591 -0.287670 0.0195 -0.0316 -0.0047
C 0.430677 -2.738884 -3.147819 -0.0015 0.0582 -0.0313
H 3.524403 -1.379067 -3.591536 0.0142 0.0295 -0.0141
H 3.387000 0.277764 -3.030608 -0.0136 0.0132 -0.0116
H 2.121359 -0.431363 -4.043563 -0.0287 0.0176 0.0012
H 4.029075 0.624115 -0.763323 0.0017 0.0037 0.0115
H 4.840499 -0.935088 -0.691244 -0.0027 0.0035 0.0007
H 4.075985 -0.278478 0.749376 0.0015 0.0249 -0.0038
H 3.392352 -2.993160 1.430656 -0.0036 0.0007 0.0069
H 1.744678 -3.086448 1.988827 0.0094 0.0132 0.0044
H 2.665495 -1.583904 2.171352 -0.0229 0.0037 0.0167
H 0.088719 -3.961553 0.791155 -0.0079 -0.0056 -0.0151
H 0.599548 -4.727269 -0.693176 -0.0056 0.0048 -0.0091
H -0.852053 -3.744310 -0.695012 -0.0219 -0.0159 0.0208
H 0.816227 -3.756650 -3.257698 -0.0207 -0.0061 0.0163
H 0.653394 -2.220457 -4.079126 -0.0248 0.0260 -0.0055
H -0.653404 -2.814405 -3.050169 0.0043 0.0010 -0.0314
C -0.638424 0.501423 -4.154833 -0.0362 0.0783 0.0656
C -1.240640 1.513794 -3.201824 0.0838 -0.2036 -0.0571
N -0.439055 1.745272 -1.977116 -0.1503 0.4484 0.0776
C -1.065470 2.895564 -1.258395 0.0007 -0.0439 -0.0530
C -1.038463 4.266005 -1.934730 0.0117 -0.0208 -0.0192
C 0.954113 2.088683 -2.345031 -0.1100 -0.0767 0.0951
C 1.790784 2.539135 -1.162919 0.0086 0.0287 0.0158
N 1.580777 1.678579 -0.002578 -0.1843 0.1897 -0.1741
C 2.343904 1.947326 1.084199 0.0283 0.0788 0.1788
C 2.087113 1.206732 2.246608 0.0117 0.0416 -0.1505
F 1.051989 0.298765 2.122152 0.0093 -0.0892 0.1070
C 2.755359 1.303509 3.438555 -0.0164 -0.0015 -0.0080
F 2.384131 0.509555 4.454255 -0.0102 -0.0084 -0.0026
C 3.785926 2.208753 3.577338 0.0310 0.0272 0.0097
C 4.075316 2.979311 2.464405 -0.0023 -0.0434 0.0789
F 5.064978 3.872115 2.540072 0.0012 0.0105 -0.0231
C 3.398290 2.872154 1.262904 -0.0616 -0.0516 -0.0266
F 3.808397 3.672235 0.258064 -0.0107 0.0016 -0.0049
H -1.343714 0.293990 -4.957785 -0.0236 -0.0018 0.0018
H -0.418102 -0.429797 -3.635987 0.0338 -0.0384 -0.0141
H 0.272494 0.877391 -4.616403 0.0310 -0.0285 -0.0076
H -2.228225 1.178296 -2.879295 -0.0040 0.0124 0.0049
H -1.379032 2.455955 -3.738737 0.0105 0.0233 0.0120
H -0.570477 2.985039 -0.291378 -0.0365 -0.0499 0.0258
H -2.114791 2.626707 -1.100321 0.0108 -0.0250 0.0464
H -0.025873 4.614783 -2.129954 0.0024 -0.0012 0.0025
H -1.500843 4.981562 -1.254164 0.0069 0.0131 -0.0016
H -1.600935 4.302985 -2.866163 0.0053 -0.0176 0.0089
H 0.967180 2.860320 -3.123425 0.0268 0.0326 0.0071
H 1.395639 1.196554 -2.769957 0.0352 -0.0464 -0.0529
H 1.567419 3.582654 -0.914049 -0.0036 0.0155 -0.0275
H 2.829229 2.532649 -1.507752 -0.0008 -0.0081 0.0051
H 4.336623 2.317073 4.498839 0.0014 -0.0018 -0.0017
N -0.721991 -1.524514 1.787804 0.0142 -0.0951 0.0749
C -1.520929 -0.784638 2.784271 0.0077 0.0626 -0.0040
C -2.409506 0.207016 2.064653 -0.0273 -0.0556 -0.0085
N -1.598314 1.027961 1.145250 -0.1511 0.0772 0.0867
H -1.233786 -2.335069 1.459417 -0.0123 -0.0023 -0.0071
H 0.117445 -1.889702 2.228477 -0.0167 -0.0244 -0.0104
H -0.836404 -0.256991 3.447485 0.0121 -0.0189 -0.0053
H -2.126084 -1.448218 3.404562 -0.0116 -0.0087 -0.0073
H -2.969024 0.811440 2.781763 0.0219 0.0040 0.0154
H -3.134319 -0.337635 1.459564 -0.0273 0.0272 0.0073
H -1.040910 1.694097 1.677379 -0.0112 0.0096 0.0009
H -2.215734 1.588636 0.568059 0.0372 0.0144 0.0176
C -3.262703 -1.847011 -4.150021 0.0260 0.0309 0.0446
C -3.366263 -2.591437 -2.824905 0.0759 0.0350 0.0272
As -2.854951 -1.533576 -1.238633 -0.2644 -0.1028 -0.0138
C -3.611913 -2.734982 0.170079 -0.0151 0.0574 -0.0256
C -4.439263 -3.933750 -0.284074 0.0214 0.0119 -0.0276
C -4.304261 -0.184822 -1.289907 0.0564 -0.0234 0.0147
C -5.718850 -0.712854 -1.488022 0.0167 -0.0417 0.0138
H -3.806935 -2.386830 -4.925128 0.0132 -0.0073 -0.0114
H -2.230203 -1.750423 -4.479167 0.0081 0.0151 0.0211
H -3.692911 -0.844629 -4.089069 -0.0152 -0.0049 -0.0232
H -2.744181 -3.487943 -2.830997 0.0029 0.0037 -0.0086
H -4.388313 -2.926190 -2.661898 -0.0030 0.0299 0.0449
H -4.212631 -2.096103 0.822222 0.0187 -0.0019 0.0074
H -2.784481 -3.109049 0.773291 0.0229 0.0101 -0.0199
H -5.346519 -3.636336 -0.807209 -0.0005 -0.0054 -0.0072
H -4.739941 -4.522784 0.583181 -0.0003 0.0066 0.0070
H -3.870159 -4.589126 -0.943189 -0.0142 -0.0142 0.0101
H -4.055610 0.526936 -2.078955 0.0228 -0.0050 0.0071
H -4.236130 0.368104 -0.348450 0.0085 0.0008 -0.0042
H -5.836275 -1.183893 -2.463945 -0.0058 -0.0099 0.0059
H -6.442454 0.101005 -1.430694 0.0050 0.0086 -0.0065
H -5.988339 -1.443051 -0.724273 -0.0120 0.0121 -0.0020
```
Forces are in eV/Å.

Output
charge = +1
energy relative to the best compared isomer or geometry (same formula, charge and spin) = 0.0 kcal/mol

Entry 4:
The following is a DFT calculation (wB97M-V/def2-TZVPD) of the molecule C6H8 in a non-equilibrium geometry.

```
14
Properties=species:S:1:pos:R:3:forces:R:3
C 0.663369 1.627290 -0.383651 -0.8967 -1.5723 -0.8182
C 0.505594 0.316228 -0.826525 0.9615 0.4050 -1.2946
C 1.248895 1.213243 0.951999 -1.3830 1.7634 4.0986
C 0.429179 0.060962 0.550912 -1.0128 0.7051 -0.4888
C 0.146659 -0.402698 -2.101178 -1.6411 -0.2957 2.1083
C -0.884068 -0.282998 1.247889 2.4641 -3.7610 1.5972
H 2.325195 1.343026 0.948860 -0.0012 -0.8597 0.1631
H 0.750637 1.721028 1.971579 1.5627 -0.8085 -2.5816
H 0.807462 -1.289742 -2.244822 -0.5077 0.7887 -0.0500
H 0.263776 0.381236 -2.866571 -0.6274 -0.8737 -0.1890
H -0.964366 -0.812130 -1.832903 2.3818 0.9529 -1.4667
H -0.571021 -1.293885 1.950631 -1.1289 3.0234 -1.3656
H -1.710012 -0.659239 0.651234 0.2182 0.2847 -0.4709
H -1.157197 0.577202 1.819670 -0.3895 0.2476 0.7583
```
Forces are in eV/Å.

Output
structure (SMILES) = CC1=C2C[C@]12C
energy relative to the best compared isomer or geometry (same formula, charge and spin) = 100.3 kcal/mol

Number 1: orbital gap 10.192 eV. Number 2: orbital gap 8.776 eV. Number 3: orbital gap 7.526 eV. Number 4: orbital gap 9.384 eV.